No. 1
46
Properties=species:S:1:pos:R:3:lowdin_charge:R:1 method="wB97M-V/def2-TZVPD" total_charge=+1 energy_ev=-46195.3836 spin_multiplicity=1
Cl 2.95 -1.31 2.56 0.840
O 0.43 -0.24 -1.87 0.100
O -1.83 -0.23 2.79 0.079
O 0.49 -0.01 2.81 0.046
O -3.87 1.81 -2.91 -0.019
O -2.43 3.90 0.82 0.033
N -2.31 0.59 -1.57 0.241
N 0.13 -1.13 0.09 0.052
N -3.08 2.76 -0.98 0.276
C -0.69 -1.51 1.18 -0.241
C 0.91 -3.33 0.65 -0.061
C -4.06 0.69 -3.69 -0.076
C -1.34 0.71 -0.70 -0.138
C -0.70 -0.52 2.36 -0.433
C 2.69 -1.43 -0.23 -0.127
C 3.42 -0.94 0.90 -0.519
C -1.76 3.80 2.07 -0.022
C 5.13 -0.11 -0.50 -0.076
C -1.38 1.78 0.20 0.126
C -0.33 -0.35 -0.89 -0.349
C -3.05 1.67 -1.81 -0.205
C -2.32 2.83 0.01 -0.275
C 4.52 -0.71 -1.65 -0.027
C 4.58 -0.26 0.72 -0.153
C 3.20 -1.20 -1.52 -0.040
C -0.26 -2.88 1.67 -0.063
C 1.25 -2.10 -0.21 -0.150
H 1.13 -2.48 -1.26 0.153
H -1.76 -1.65 0.90 0.172
H 1.75 -3.69 1.21 0.101
H 0.24 -2.78 2.69 0.128
H 5.09 0.04 1.68 0.130
H 0.49 -4.10 0.10 0.082
H -0.72 3.93 1.95 0.100
H 1.31 -0.48 2.59 -0.081
H -4.53 0.99 -4.66 0.118
H 6.16 0.26 -0.47 0.119
H 5.00 -0.51 -2.66 0.130
H -4.81 -0.02 -3.14 0.142
H -2.07 4.47 2.90 0.132
H -0.51 1.72 0.97 0.168
H 2.74 -1.35 -2.48 0.109
H -3.53 3.65 -1.21 0.224
H -3.12 0.18 -3.86 0.083
H -1.13 -3.44 1.87 0.109
H -2.02 2.95 2.56 0.060


No. 2
60
Properties=species:S:1:pos:R:3:lowdin_charge:R:1 method="wB97M-V/def2-TZVPD" total_charge=-2 energy_ev=-97803.0180 spin_multiplicity=1
S -3.96 -0.78 -0.39 0.770
S -1.13 2.41 -2.32 0.798
P 6.30 -1.01 0.86 -0.148
F -4.77 -1.72 -2.74 0.125
F -5.46 -0.42 -0.82 -0.149
F -4.54 -2.08 0.32 -0.143
F 1.61 0.34 3.33 0.168
F -0.42 -0.37 3.57 0.098
F -2.61 -0.18 -3.44 0.107
F -2.52 -1.14 0.11 -0.103
F 1.09 -1.65 2.74 0.142
F -3.49 -3.06 -1.65 0.125
F -2.64 -2.26 -3.98 0.073
F -3.47 0.55 -1.06 -0.121
F -4.19 0.01 0.96 -0.112
O 7.59 -0.19 0.73 -0.272
O 5.10 -0.17 0.42 -0.246
O 6.35 -2.26 -0.03 -0.282
O -1.75 2.34 3.28 0.028
O 0.42 2.84 3.35 0.130
O 6.15 -1.44 2.32 -0.258
N -0.32 4.59 -0.09 -0.101
N -0.11 0.21 -0.96 -0.041
C -0.31 1.53 1.49 -0.084
C 0.99 -1.79 0.04 -0.135
C 0.67 -0.38 2.72 -0.549
C -1.07 -1.67 -2.34 -0.046
C 2.23 -4.65 2.13 0.091
C -0.45 2.27 2.76 -0.495
C -1.07 5.79 -0.47 -0.163
C -2.45 -1.40 -2.91 -0.445
C 2.59 -4.02 1.20 -0.152
C -3.66 -1.78 -2.00 -0.432
C 0.36 -0.42 0.20 -0.128
C 2.53 -1.78 0.08 -0.164
C -1.26 3.58 0.45 -0.217
C 3.05 -3.22 0.07 -0.192
C -0.64 1.55 -0.88 -0.556
C -0.08 -0.48 -2.22 -0.164
C 0.27 0.20 1.41 -0.026
C -0.74 2.18 0.33 -0.222
H 2.89 -1.32 -0.83 0.113
H 0.27 4.87 0.69 0.104
H 0.02 2.45 -3.06 -0.130
H -1.53 3.82 1.47 0.108
H 1.88 -5.21 2.96 0.005
H -1.89 1.53 3.78 0.088
H 4.14 -3.24 0.09 0.096
H 2.93 -1.21 0.90 0.101
H 0.60 -2.46 0.79 0.106
H 0.76 -2.23 -0.92 0.079
H -0.15 0.21 -3.04 0.074
H 0.90 -0.94 -2.32 0.113
H -1.73 6.13 0.33 0.070
H -1.70 5.56 -1.32 0.059
H -0.59 -2.37 -3.02 0.131
H -1.14 -2.18 -1.40 0.099
H -0.39 6.59 -0.73 0.067
H 2.72 -3.74 -0.83 0.113
H -2.18 3.65 -0.12 0.095


No. 3
47
Properties=species:S:1:pos:R:3:lowdin_charge:R:1 method="wB97M-V/def2-TZVPD" energy_ev=-36655.6030 spin_multiplicity=1
O 4.80 5.17 -2.55 0.047
O -3.90 -1.86 1.05 0.173
O -3.17 0.21 0.70 0.018
O 1.87 -1.76 3.34 0.104
O 4.62 4.68 -4.58 0.093
N -1.61 -1.81 2.80 0.183
N 4.35 4.41 -3.44 -0.353
N 1.27 -0.42 -0.55 -0.067
N 1.77 -0.83 0.60 0.138
N -0.41 -2.08 3.36 -0.064
C -4.37 0.52 -0.05 -0.213
C -0.18 -0.36 -0.52 -0.129
C 2.63 0.62 -2.34 -0.201
C -4.56 2.03 0.21 -0.062
C -1.12 0.11 -1.58 0.008
C -1.36 -4.03 4.45 -0.120
C 0.84 -1.77 2.74 -0.341
C 0.77 -1.17 1.37 -0.130
C -1.70 -1.27 1.56 -0.066
C 2.03 -0.65 -1.86 -0.043
C 3.76 3.18 -3.10 -0.135
C 3.70 2.70 -1.74 0.005
C -3.03 -1.07 0.97 -0.522
C 2.62 0.99 -3.68 -0.015
C -0.35 -2.93 4.54 -0.219
C 3.35 2.17 -4.03 0.033
C -0.49 -0.96 0.69 -0.020
C 3.26 1.45 -1.34 0.001
H 2.11 0.33 -4.42 0.132
H -1.94 -0.48 -1.75 0.057
H 1.36 -1.10 -2.56 0.122
H -1.27 -4.78 5.35 0.113
H 2.73 -1.37 -1.73 0.100
H -2.37 -3.65 4.45 0.050
H -5.22 0.12 0.26 0.057
H 3.24 1.26 -0.25 0.122
H 3.48 2.43 -5.05 0.099
H -5.43 2.51 -0.30 0.086
H -1.51 1.06 -1.18 0.095
H -3.67 2.45 -0.28 0.066
H -0.64 0.48 -2.46 0.072
H -0.46 -2.36 5.49 0.131
H -4.43 0.21 -1.11 0.140
H -1.38 -4.57 3.47 0.088
H -4.70 2.21 1.35 0.117
H 0.61 -3.45 4.68 0.122
H 4.15 3.44 -1.03 0.128


No. 4
45
Properties=species:S:1:pos:R:3:lowdin_charge:R:1 method="wB97M-V/def2-TZVPD" energy_ev=-31452.5642 spin_multiplicity=1
O -0.87 -5.61 -3.60 -0.088
N -0.94 2.58 2.36 0.065
N 1.70 3.82 0.89 -0.091
N -1.39 -1.05 -0.50 -0.016
N 0.74 1.02 2.20 0.130
N -2.52 -0.33 -0.60 0.100
N 2.97 2.21 0.07 0.062
N 0.67 -0.88 0.78 0.139
C -0.92 -4.51 -2.81 -0.280
C 0.12 -4.06 -2.00 -0.015
C 0.58 4.71 1.05 -0.148
C 1.82 2.82 -0.01 -0.200
C -0.03 -2.92 -1.23 -0.004
C -0.46 1.44 1.82 -0.292
C -0.14 3.46 3.16 -0.187
C 0.31 -6.37 -3.62 -0.093
C 2.87 3.84 1.60 -0.080
C -2.42 0.70 0.20 -0.080
C 0.09 4.82 2.50 -0.158
C 1.23 -0.09 1.67 -0.201
C -1.22 -2.21 -1.26 -0.182
C -0.54 -0.48 0.40 -0.212
C 3.64 2.83 1.08 -0.155
C -2.27 -2.65 -2.07 -0.014
C -2.11 -3.79 -2.83 -0.001
C -1.19 0.68 0.88 -0.075
H 1.05 2.58 -0.71 0.127
H -2.91 -4.14 -3.46 0.117
H 0.78 -2.57 -0.61 0.090
H -3.23 1.41 0.27 0.104
H 4.62 2.52 1.36 0.091
H 1.16 -5.79 -3.99 0.095
H -0.61 3.61 4.14 0.121
H 0.81 5.38 3.09 0.106
H 0.81 2.94 3.31 0.103
H -0.23 4.32 0.41 0.121
H 0.12 -7.19 -4.32 0.092
H 0.55 -6.79 -2.64 0.095
H 3.06 4.54 2.38 0.112
H -1.86 2.89 2.07 0.146
H 2.22 -0.38 2.01 0.114
H 0.84 5.71 0.69 0.127
H 1.06 -4.59 -1.95 0.103
H -0.85 5.39 2.49 0.110
H -3.19 -2.09 -2.09 0.102